Record 1
13
Properties=species:S:1:pos:R:3:forces:R:3 method="wB97M-V/def2-TZVPD" smiles=COc1c[nH]cn1 e_homo_ev=-8.134 energy_ha=-340.7379
C -0.8616 1.0622 1.9103 -0.234 0.052 0.128
O 0.3199 1.0353 1.1178 0.002 0.071 -0.304
C 0.2839 0.2293 0.0394 -0.039 -0.048 -0.136
C 1.1829 0.2266 -1.0104 -0.442 0.001 -0.150
N 0.8088 -0.8785 -1.7559 -0.287 -0.016 -0.162
C -0.2935 -1.4005 -1.2000 -0.054 -0.244 -0.031
N -0.6432 -0.7589 -0.1029 0.166 -0.181 0.007
H -1.6853 1.4943 1.3340 0.012 -0.051 0.101
H -0.6384 1.6952 2.7722 0.007 -0.086 -0.197
H -1.1562 0.0644 2.2507 0.144 0.138 -0.117
H 1.5302 1.0140 -1.6454 1.070 0.592 0.678
H 1.3981 -1.2733 -2.4719 -0.438 0.043 -0.156
H -0.8569 -2.1749 -1.6962 0.095 -0.271 0.338

---

Record 2
13
Properties=species:S:1:pos:R:3:forces:R:3 method="wB97M-V/def2-TZVPD" multiplicity=3 e_homo_ev="-5.366 / -11.599" energy_ha=-340.5867
C -2.6889 -0.2539 0.0165 0.798 0.123 -0.163
C 1.5002 1.3048 -0.1999 2.427 0.794 0.871
C -0.2284 -0.4427 -0.0909 -0.270 -3.901 1.686
C -1.5609 -0.7681 -0.6821 1.484 -2.271 -0.196
N -3.4209 0.3106 0.6687 -1.851 0.931 1.237
N 0.3134 0.7786 -0.4154 -3.788 -0.068 -1.181
O 0.4070 -1.4460 0.6877 0.070 3.036 1.119
H 1.5655 2.2243 -0.6970 0.977 1.152 -0.264
H 2.3080 0.7141 0.1444 0.641 -0.324 0.079
H -1.7542 -1.8671 -0.9124 0.677 1.262 0.309
H -1.3967 -0.2490 -1.5802 -0.916 0.513 -1.965
H -0.3410 1.3543 -0.9361 0.261 -0.174 0.329
H 0.6777 -1.0167 1.5751 -0.511 -1.074 -1.861

---

Record 3
14
Properties=species:S:1:pos:R:3:forces:R:3 method="wB97M-V/def2-TZVPD" smiles="O[C@H]1[C@H]2N=CN(O)[C@@H]12" e_homo_ev=-8.378 energy_ha=-415.7989
C -1.2489 0.2033 0.0865 -2.855 -0.751 -0.437
C -0.6175 -1.2004 0.0291 4.436 4.272 -1.841
C 1.6623 -0.6280 -0.4242 -4.389 2.171 2.171
C -0.2483 -0.1939 1.0947 0.207 0.694 -0.020
H -0.9038 0.9174 -1.7679 -0.282 1.408 3.117
H -2.3783 0.0051 0.3240 2.092 1.283 -0.317
H -1.0165 -2.0735 0.3960 -1.186 -1.958 -0.287
H 2.7811 -0.4772 -0.6014 -2.041 -0.514 -0.499
H 0.6197 1.8352 -0.5002 0.012 -0.739 0.524
H -0.6725 -0.3930 2.1515 1.753 0.737 -1.482
N 0.6325 -1.2404 -0.8835 1.024 -2.868 -0.538
N 1.1006 0.2761 0.6516 1.361 0.087 1.580
O -0.9444 1.3334 -0.7905 -1.276 -3.682 -2.985
O 1.2341 1.6358 0.2342 1.144 -0.140 1.015

---

Record 4
14
Properties=species:S:1:pos:R:3:forces:R:3 method="wB97M-V/def2-TZVPD" e_homo_ev=-9.968 energy_ha=-415.8979
C -1.9938 -0.1224 -0.1230 -1.522 -1.150 1.775
C -1.0487 0.9991 0.1430 3.720 2.609 1.237
C 0.3792 1.0827 0.2687 -2.763 -0.494 -2.409
C 1.2611 -0.2734 -0.0026 1.238 -0.666 -2.563
H -2.2024 -2.0613 -0.2279 2.117 1.754 3.403
H -0.6995 -1.4343 0.7074 -0.380 -0.729 -0.474
H -1.5317 2.0071 0.3697 0.362 -1.498 -0.904
H 0.7868 2.2294 -0.0057 -0.611 -3.540 1.427
H 3.3375 -0.7218 -0.4441 -1.305 0.019 0.246
H 2.9709 1.0770 0.0727 -1.449 -4.791 -1.984
N -1.7096 -1.3478 0.5699 -2.467 -0.132 -4.616
N 2.5555 -0.0585 -0.3675 2.834 7.465 2.750
O -3.0685 0.0740 -0.7006 2.198 -0.185 0.468
O 0.9632 -1.4500 -0.2600 -1.970 1.339 1.644

---

Record 5
14
Properties=species:S:1:pos:R:3:forces:R:3 method="wB97M-V/def2-TZVPD" e_homo_ev=-9.305 energy_ha=-415.8099
C -0.6301 1.4178 -0.1983 -3.440 -1.062 3.641
C 0.6737 1.1528 0.4713 -1.582 -1.238 -0.769
C 0.7910 -1.8275 -0.6633 1.267 -3.457 -2.469
C 0.4760 -2.2441 0.7116 3.317 -2.607 4.638
H -1.8224 0.8576 -1.7239 4.825 2.787 1.312
H 1.1373 1.9678 0.8666 1.884 1.866 1.148
H 1.8146 -1.7044 -1.0073 0.164 0.349 0.729
H 0.2722 -2.3326 -1.4599 -0.874 0.531 -0.331
H 1.5659 -2.1075 1.3722 -3.382 -0.686 -1.610
H -0.2327 -3.0747 1.3082 1.490 2.629 -2.424
N 0.9964 -0.0403 0.7320 1.518 2.257 0.575
N 0.1535 -0.9654 0.1947 -2.951 0.778 0.809
O -0.6699 1.3942 -1.4638 -4.094 -2.563 -4.450
O -1.6611 1.4108 0.4924 1.858 0.414 -0.798

---

Record 6
14
Properties=species:S:1:pos:R:3:forces:R:3 method="wB97M-V/def2-TZVPD" e_homo_ev="-9.182 / -8.980" energy_ha=-415.9028
C 1.0055 -1.3541 -0.4630 -1.137 2.460 -0.401
C 0.2850 2.4076 -0.2115 0.266 -1.336 1.422
C -0.8736 0.1845 -0.0095 -0.502 -0.719 -2.605
C 0.1967 1.0576 0.4561 3.021 -1.938 -0.248
N -0.3580 -1.2075 -0.2818 -0.004 -0.469 -0.376
N 1.7977 -0.3813 -0.2515 -1.250 0.671 0.214
O -0.6621 2.8740 -0.7590 -0.538 0.521 -0.890
O 1.4233 3.0785 -0.0802 1.097 0.454 0.713
H 1.2625 -2.2425 -1.0191 0.580 -0.509 0.361
H -1.6696 -0.1402 0.6177 -0.960 0.981 1.016
H -1.2821 0.7534 -0.9540 0.441 -1.533 1.566
H 0.7902 0.8609 1.3620 -0.899 0.428 -0.090
H -0.9950 -1.9811 -0.5447 0.614 1.077 0.254
H 2.0309 2.7264 0.6126 -0.728 -0.087 -0.936

---

Record 7
14
Properties=species:S:1:pos:R:3:forces:R:3 method="wB97M-V/def2-TZVPD" e_homo_ev=-8.810 energy_ha=-415.6506
C 2.4042 0.3229 0.5963 -1.025 -2.368 -0.992
C 1.3227 -0.1812 -0.1794 2.583 -0.428 -3.563
C -1.4725 -1.2953 0.2122 -2.555 0.930 6.615
C -0.7727 1.2463 -0.3553 -3.849 -0.012 0.091
H 3.3946 -0.5304 0.3043 -2.909 3.539 1.346
H 2.3824 1.1863 1.5071 0.065 -2.876 -2.809
H 1.6349 -0.9104 -1.3468 -0.330 1.754 4.312
H -1.7899 -2.4862 0.2526 0.228 3.420 -0.122
H 0.0828 1.9389 -0.3325 -1.247 0.819 0.357
H -2.6037 0.6338 -0.3147 -1.530 -2.629 -0.253
N -0.0785 0.0536 -0.5196 4.417 3.932 0.485
N -2.1065 1.4405 -0.2413 7.046 3.886 -1.524
O -0.6354 -1.1014 -0.8395 -3.085 -1.337 2.363
O -1.7625 -0.3175 1.2566 2.190 -8.630 -6.305

---

Record 8
14
Properties=species:S:1:pos:R:3:forces:R:3 method="wB97M-V/def2-TZVPD" smiles="[H]/N=C/N1C[C@@H]1C(=O)O" e_homo_ev=-9.955 energy_ha=-415.8504
C -1.8187 -0.3692 -0.0037 -4.799 -6.450 -0.449
C -1.1325 0.7395 -0.2677 6.880 4.634 -0.439
C -0.0122 1.1327 0.6514 2.532 0.984 -0.316
C 1.2352 -0.6219 -0.6884 4.846 2.113 3.143
H -0.1187 -0.7699 0.9827 -3.821 -2.904 -1.313
H -1.4421 1.6080 -0.7288 -1.348 0.963 -1.542
H 0.3554 2.2448 0.5773 -1.161 -2.156 1.273
H 0.1412 0.4523 1.5710 0.101 2.188 -0.807
H 0.9638 -0.9940 -1.6310 0.305 -1.979 -1.068
H 2.9912 -1.3782 -0.1579 1.734 -2.612 -1.277
N 0.4596 0.5388 -0.5968 -2.320 0.818 1.672
N 2.3860 -0.6881 0.1001 -7.582 2.652 -1.899
O -1.0498 -1.2942 0.6418 1.895 1.423 1.403
O -2.9586 -0.6005 -0.4500 2.738 0.326 1.620

---

Record 9
14
Properties=species:S:1:pos:R:3:forces:R:3 method="wB97M-V/def2-TZVPD" e_homo_ev=-7.673 energy_ha=-415.9010
C 1.5779 0.0725 0.1293 0.966 -2.499 0.621
C 0.4907 0.8077 -0.5343 -2.708 -1.387 3.572
C -0.8379 -0.4055 -0.0522 0.875 2.409 -2.686
N -1.7134 0.3168 0.6888 -0.608 0.478 0.250
C -1.0303 -1.6001 -0.6063 -0.120 -0.038 -0.006
O 2.7956 0.6013 0.1063 0.259 0.028 -0.358
N 0.4395 2.0719 -0.5140 0.229 -0.822 -1.568
O 1.2998 -1.0149 0.6375 1.629 1.962 -0.420
H 3.4421 -0.0904 0.3237 -0.212 0.132 0.290
H -2.3554 -0.1962 1.2752 0.144 0.120 -0.051
H -1.4302 1.2257 1.0227 -0.167 -0.263 -0.025
H -0.4440 2.4217 -0.8917 -0.213 -0.004 0.431
H -0.1986 -2.2358 -0.8508 0.027 0.151 -0.587
H -2.0356 -1.9747 -0.7342 -0.098 -0.267 0.537

---

Record 10
14
Properties=species:S:1:pos:R:3:forces:R:3 method="wB97M-V/def2-TZVPD" e_homo_ev=-8.655 energy_ha=-415.8001
C -2.1733 -0.9213 0.3928 6.114 1.834 -4.451
C -1.2168 0.0513 0.0899 -2.677 -0.956 1.775
C 1.7071 -1.3085 0.1235 3.569 2.240 1.402
C 0.7518 1.1537 -0.4999 1.882 5.343 1.078
H -2.9013 -0.7525 1.0654 -2.627 0.375 1.633
H -1.9838 -1.6915 -0.3593 -0.812 -0.953 1.192
H -1.2195 1.1035 0.2999 -1.265 0.017 1.223
H 2.5371 -2.2431 -0.0384 -3.078 2.161 0.165
H 1.8281 1.2447 -0.9621 -2.424 -1.235 0.781
H -0.4149 2.5957 0.3018 -3.834 0.431 1.346
N -0.0139 0.0077 -0.5342 -0.271 -0.769 -1.593
N 0.4596 2.3423 0.0693 4.937 -4.085 -3.747
O 0.5638 -1.2416 -0.8134 2.820 0.904 2.512
O 2.0761 -0.3404 0.8650 -2.334 -5.307 -3.316

---

Table of relative energy (zero: lowest compared OMol25 entry of this formula, charge and spin) (eV), in record order: 1.5514; 0.3327; 6.5779; 3.8823; 6.2771; 3.7509; 10.6122; 5.1748; 3.7990; 6.5450
Table of max |F| (eV/Å), in record order: 1.4; 4.3; 6.4; 8.4; 6.6; 3.6; 10.9; 8.3; 4.7; 7.8